Below is C2H4ClNO2 in the gas phase in a non-equilibrium geometry, with properties calculated with wB97M-V/def2-TZVPD.

Output
- DFT total energy: -20242.6859 eV
- Relative energy (zero: lowest compared OMol25 entry of this formula, charge and spin): 81.56 kcal per mole
- E_LUMO: 0.486 eV
- SMILES: CON(Cl)C=O
- Kohn-Sham gap: 10.27 eV

```
! RIJCOSX wB97M-V def2-TZVPD def2/J DEFGRID3
* xyz 0 1
C -1.36590 -0.85287 0.12981
O -0.37107 -0.25710 -0.71396
N 0.74437 0.10089 0.03570
Cl 1.77212 -1.21297 0.31247
C 1.29359 1.36670 -0.13910
O 2.30279 1.69753 0.41267
H -2.29719 -1.21823 -0.50737
H -1.95369 -0.01574 0.61735
H -0.83191 -1.49899 0.72547
H 0.70689 1.89077 -0.87303
*
```

Löwdin atomic charge list, values in e, 2 entries: -0.082 -0.222

Below is 4 unconnected molecules or ions with the total composition C28H64NO14P in a non-equilibrium geometry, with properties calculated with wB97M-V/def2-TZVPD.

Output
- DFT total energy: -69513.1262 eV
- E_LUMO: 0.345 eV
- SMILES: CCOP(=O)(CC[C@H](CCN)OC=O)OCC.COCCOCCOC.COCCOCCOC.COCCOCCOC
- Kohn-Sham gap: 9.08 eV

```
! RIJCOSX wB97M-V def2-TZVPD def2/J DEFGRID3
* xyz 0 1
C -0.60380 3.03673 2.42310
C -0.46711 1.64066 1.74562
O -0.40579 1.88647 0.33019
P -0.38831 0.54960 -0.62025
O -1.32503 0.78504 -1.71347
C -0.94790 -0.97766 0.22719
C 0.10750 -1.72669 1.07758
C -0.44737 -2.92848 1.84687
C 0.67425 -3.44852 2.80038
C 0.68136 -2.53642 4.07329
N 0.35807 -3.28334 5.29371
O -0.83915 -4.01546 0.96399
C -1.85927 -4.73941 1.51114
O -1.72292 -5.44114 2.42544
O 1.09199 0.43596 -1.27753
C 2.17189 0.37022 -0.32709
C 3.27150 1.41438 -0.57029
H -1.20972 3.00682 3.33583
H -1.10766 3.71233 1.71237
H 0.38943 3.48128 2.57880
H 0.46652 1.21439 2.14926
H -1.35189 1.06388 2.05129
H -1.25526 -1.66626 -0.57741
H -1.87024 -0.77672 0.79524
H 0.62425 -1.08063 1.80190
H 0.89252 -2.12890 0.41211
H -1.32742 -2.64867 2.45600
H 1.62876 -3.29976 2.26487
H 0.59012 -4.51728 3.01282
H 1.68844 -2.07239 4.12217
H -0.01670 -1.69753 3.91283
H -0.07394 -2.69885 5.99836
H 1.22289 -3.69211 5.62787
H -2.87660 -4.68609 1.06929
H 2.63994 -0.62378 -0.44817
H 1.85759 0.41867 0.72694
H 3.89739 1.42411 0.34153
H 3.94415 1.08514 -1.37365
H 2.90403 2.43886 -0.70081
C 2.30020 -5.87753 -3.18946
O 3.44324 -5.23142 -2.66571
C 3.14300 -3.99829 -2.03181
C 3.98260 -3.79966 -0.78348
O 3.60424 -4.61538 0.31907
C 3.89603 -6.00698 0.23558
C 5.37257 -6.34718 0.30538
O 6.02528 -6.03074 -0.91510
C 7.36435 -5.62239 -0.73774
H 1.91387 -5.33357 -4.05737
H 2.59751 -6.87820 -3.50108
H 1.51856 -5.97347 -2.42800
H 2.08105 -3.94241 -1.76419
H 3.36858 -3.19560 -2.74549
H 3.82417 -2.77120 -0.44399
H 5.04765 -3.89264 -0.99749
H 3.42390 -6.45445 -0.63930
H 3.41475 -6.45078 1.11112
H 5.48582 -7.42551 0.47294
H 5.82743 -5.80711 1.14354
H 7.43945 -4.83009 0.01556
H 7.72172 -5.22471 -1.68702
H 7.99123 -6.47210 -0.44761
C -5.46424 0.82701 -2.99965
O -4.98605 -0.14581 -3.90288
C -3.57089 -0.30528 -3.84627
C -3.17531 -1.76155 -3.98785
O -3.44978 -2.56369 -2.83980
C -4.80934 -2.87270 -2.56197
C -5.45667 -3.82464 -3.55096
O -5.74969 -3.16666 -4.77337
C -5.64660 -4.01327 -5.89672
H -5.16825 1.83087 -3.32137
H -6.55268 0.76415 -2.98783
H -5.09814 0.63631 -1.98468
H -3.16637 0.08515 -2.90853
H -3.14163 0.26564 -4.67848
H -2.08911 -1.79320 -4.10444
H -3.59618 -2.20666 -4.89020
H -5.40049 -1.96441 -2.43703
H -4.79416 -3.37329 -1.58913
H -6.40499 -4.18757 -3.13390
H -4.79044 -4.67902 -3.71644
H -4.68758 -4.54326 -5.90549
H -5.70039 -3.39205 -6.79015
H -6.47070 -4.73478 -5.91282
C -0.32888 8.00639 5.20625
O -0.74138 7.99403 3.85575
C -1.66933 9.02471 3.54685
C -1.40717 9.61242 2.17298
O -0.25334 10.44103 2.09505
C 1.01987 9.80852 2.15864
C 1.36901 8.97084 0.94313
O 0.64506 7.74991 0.94452
C 0.32901 7.28980 -0.35269
H -1.14816 7.69483 5.86278
H 0.49574 7.30158 5.30884
H 0.03035 8.99889 5.49945
H -1.62982 9.82536 4.29420
H -2.67250 8.58059 3.55967
H -2.24670 10.27096 1.93488
H -1.39269 8.83974 1.40394
H 1.12886 9.23737 3.08139
H 1.74189 10.62775 2.21057
H 2.43792 8.72394 0.97061
H 1.16056 9.54839 0.03568
H -0.14596 8.07785 -0.94716
H -0.37714 6.46606 -0.25353
H 1.23081 6.93071 -0.85951
*
```

Löwdin atomic charge list, values in e, 2 entries: -0.062 -0.291

Below is C3H10NO2P in the gas phase in a non-equilibrium geometry, with properties calculated with wB97M-V/def2-TZVPD.

Output
- DFT total energy: -18147.1511 eV
- Relative energy (zero: lowest compared OMol25 entry of this formula, charge and spin): 63.25 kcal per mole
- E_LUMO: 0.806 eV
- SMILES: CC[P@](N)(=O)OC
- Kohn-Sham gap: 10.58 eV

```
! RIJCOSX wB97M-V def2-TZVPD def2/J DEFGRID3
* xyz 0 1
C 1.68255 1.32397 0.54982
C 0.97105 0.80615 -0.67445
P -0.99635 0.51609 -0.01208
N -1.81390 -0.09709 -1.38006
O -1.64480 1.56176 0.75190
O -0.84157 -0.79952 0.89683
C -0.30074 -2.08031 0.76441
H 0.97972 2.16415 1.03960
H 1.69559 0.46106 1.20743
H 2.59166 1.59593 0.20276
H 1.32629 -0.23136 -0.89416
H 0.83015 1.62084 -1.34741
H -1.32085 0.16032 -2.20848
H -2.76555 0.11102 -1.15383
H -0.25032 -2.25009 -0.36052
H -0.92048 -2.87159 1.38826
H 0.77756 -1.99130 1.22998
*
```

Löwdin atomic charge list, values in e, 2 entries: -0.174 -0.240

Below is 2 unconnected molecules or ions with the total composition C10H20N6O4 in a non-equilibrium geometry, with properties calculated with wB97M-V/def2-TZVPD.

Output
- DFT total energy: -27819.3939 eV
- Relative energy (zero: lowest compared OMol25 entry of this formula, charge and spin): 192.10 kcal per mole
- E_LUMO: -0.298 eV
- Kohn-Sham gap: 8.53 eV

```
! RIJCOSX wB97M-V def2-TZVPD def2/J DEFGRID3
* xyz 0 1
C 3.03518 -0.82836 0.11656
C 1.65383 -0.74035 -0.71592
C 3.94047 0.42466 -0.30044
C 4.96215 0.81741 0.66035
C -0.77181 -0.11773 -0.88060
C -1.21506 1.33531 -1.09469
C -1.72806 -1.07994 -0.07075
C -3.02033 -1.42042 -0.68584
C -4.03378 -1.71755 0.50304
C -4.11800 0.47489 1.13798
H 3.36848 -2.77109 -0.96413
H 3.77454 -2.76446 1.23249
H 2.86693 -0.51619 1.21873
H 3.41119 1.38206 -0.60974
H 4.28437 0.08061 -1.42524
H 5.46616 -1.08976 0.57149
H 6.28210 -0.13628 2.05334
H 0.48742 0.08495 0.89428
H -0.48215 -0.35102 -1.91779
H -1.86317 -0.50089 0.87972
H -1.14718 -1.89561 0.24090
H -2.76759 -2.44257 -1.13858
H -3.43981 -0.67627 -1.45753
H -5.16426 -1.97946 0.17108
H -3.88006 -2.61508 1.04787
H -3.66341 -0.94100 2.45376
H -3.56000 2.35965 1.33432
H -4.50816 0.95663 -0.76728
H -5.98772 -0.07165 0.21086
H 0.56264 1.86536 -0.91517
N 3.80247 -2.09137 -0.08568
N 5.55744 -0.25190 1.25279
N 0.56163 -0.13806 -0.10949
N -4.21187 -0.85155 1.58627
N -3.26942 1.39060 1.62027
N -5.03841 0.74260 0.24792
O 1.55111 -1.09572 -1.97590
O 5.05601 1.90605 1.16462
O -2.35921 1.67076 -1.36347
O -0.25800 2.21046 -1.16474
*
```

Löwdin atomic charge list, values in e, 2 entries: -0.358 -0.335

Below is a molecular structure, C23H15F10N5Re, with properties calculated with wB97M-V/def2-TZVPD.

Output
- DFT total energy: -60831.0480 eV
- Relative energy (zero: lowest compared OMol25 entry of this formula, charge and spin): 0.00 kcal per mole
- E_LUMO (spin up / spin down): -7.326 / -8.162 eV
- Expectation value of S²: 0.7545
- Kohn-Sham gap (spin up / spin down): 7.67 / 6.87 eV

```
! RIJCOSX wB97M-V def2-TZVPD def2/J DEFGRID3
* xyz 2 2
Re 0.05159 -0.35369 -0.10309
C 0.68563 -2.64342 -2.09347
N -0.23061 -2.26765 -0.98783
C -0.15006 -3.27698 0.11126
C -0.85152 -2.74311 1.34219
N -0.52609 -1.30822 1.43209
C -0.53231 -0.70621 2.71987
C 0.50455 0.16350 3.03149
F 1.41709 0.39805 2.04292
C 0.63078 0.77673 4.25692
F 1.63351 1.59772 4.50570
C -0.33345 0.51028 5.22472
F -0.25132 1.08602 6.40340
C -1.38983 -0.34756 4.94402
F -2.30562 -0.58222 5.86061
C -1.49024 -0.94539 3.69517
F -2.51373 -1.75347 3.43243
C -1.63915 -2.20432 -1.51315
C -1.88112 -0.87863 -2.20887
N -1.26938 0.15748 -1.34385
C -1.74671 1.49660 -1.34493
C -2.62529 2.06461 -2.26277
F -3.10463 1.36007 -3.28289
C -3.00807 3.39686 -2.15010
F -3.84362 3.90143 -3.02945
C -2.51347 4.19936 -1.13025
F -2.88143 5.45563 -1.03681
C -1.61254 3.66800 -0.21347
F -1.10663 4.39828 0.75890
C -1.26103 2.34647 -0.35967
F -0.33828 1.79773 0.52674
H 0.37468 -3.59617 -2.52420
H 1.70087 -2.74052 -1.71778
H 0.66491 -1.87355 -2.86246
H 0.90927 -3.43235 0.32146
H -0.57425 -4.22505 -0.22664
H -0.48443 -3.26142 2.22890
H -1.93113 -2.88884 1.31135
H -2.31194 -2.28036 -0.66080
H -1.82273 -3.05134 -2.17567
H -2.95211 -0.71906 -2.30788
H -1.44388 -0.83014 -3.20706
N 3.78613 3.99011 -2.82352
C 3.67584 2.96031 -2.33034
C 3.52174 1.68454 -1.69297
C 4.59716 0.82773 -1.47693
C 4.36408 -0.38540 -0.84526
C 3.07809 -0.71456 -0.47648
N 2.03665 0.11694 -0.68120
C 2.25955 1.30227 -1.26525
H 5.59183 1.11154 -1.79387
H 5.17185 -1.07497 -0.64695
H 2.85796 -1.64933 0.02320
H 1.41284 1.96564 -1.39748
*
```

Löwdin atomic charge list, values in e, 2 entries: 1.678 -0.031

Below is 12 unconnected molecules or ions with the total composition C25H74NO25S in a non-equilibrium geometry, with properties calculated with wB97M-V/def2-TZVPD.

Output
- DFT total energy: -90621.0575 eV
- Relative energy (zero: lowest compared OMol25 entry of this formula, charge and spin): 12.20 kcal per mole
- E_LUMO: 1.114 eV
- Kohn-Sham gap: 7.21 eV

```
! RIJCOSX wB97M-V def2-TZVPD def2/J DEFGRID3
* xyz -1 1
C 4.68223 2.72519 3.31229
N 3.31323 3.04419 2.99429
C 2.87123 4.17519 3.85629
C 3.16123 3.19419 1.51129
C 2.42223 1.83519 3.38129
C 2.61423 0.52619 2.46329
O 1.86623 -0.51481 3.14229
H 5.23923 3.53619 2.95429
H 5.03023 1.88319 2.78929
H 4.85723 2.41819 4.40829
H 3.44623 4.96419 3.43329
H 3.22523 3.98019 4.91729
H 1.86423 4.35419 3.72029
H 3.61423 2.61819 0.73129
H 3.41723 4.16019 1.44829
H 2.11323 3.04819 1.25829
H 1.34323 2.20019 3.30129
H 2.76223 1.72119 4.37129
H 3.58423 0.38719 2.31529
H 2.33623 0.75519 1.34329
H 1.44723 -0.87781 2.38029
S -0.41677 -0.47981 -0.34271
O 0.49923 -1.18581 0.43929
O -1.26377 -1.45781 -0.99271
O -1.27977 0.23419 0.50229
O 0.28723 0.29819 -1.30371
C -4.06777 -3.00381 -1.71571
C -5.09677 -2.45481 -0.66371
O -5.60977 -3.54881 -0.01071
O -3.42677 -1.99981 -2.30071
H -4.49977 -3.68081 -2.34271
H -3.29677 -3.60481 -1.23571
H -5.86377 -1.94381 -1.25871
H -4.83477 -1.58481 0.21829
H -4.89277 -4.22681 0.10929
H -2.59377 -1.77381 -1.78671
C -1.87377 3.20819 2.54529
C -1.41177 4.64819 2.40229
O -2.42677 5.61519 2.44629
O -0.81177 2.35819 1.99129
H -2.98277 2.94319 2.07829
H -2.02277 2.94719 3.59829
H -0.99377 4.70419 1.31529
H -0.50577 4.99819 3.16029
H -3.37377 5.23619 2.36529
H -1.10177 1.71319 1.48429
C 5.03523 0.17919 -2.87971
C 3.73623 -0.22681 -2.26771
O 3.38923 0.57919 -1.20071
O 5.26423 -0.57481 -4.02371
H 5.93823 0.11319 -2.31471
H 5.22823 1.21619 -3.32671
H 3.61823 -1.20281 -1.88171
H 3.11423 -0.25281 -2.92671
H 2.45323 0.61919 -1.21771
H 4.64423 -0.30981 -4.61671
C -3.38977 1.75119 -2.61671
C -2.71577 2.30019 -1.35871
O -3.22177 1.52319 -0.23571
O -2.87177 2.33219 -3.79671
H -4.35477 1.97519 -2.51171
H -3.27977 0.55819 -2.70171
H -2.81777 3.20419 -1.44171
H -1.73977 2.03219 -1.51871
H -2.53777 0.89619 -0.12971
H -1.91677 2.06019 -3.98271
C -0.32077 0.01619 -4.51071
C -0.73577 0.42119 -5.96271
O -0.88477 -0.66281 -6.75471
O -0.21177 1.21019 -3.70871
H 0.55123 -0.55281 -4.55371
H -0.95077 -0.74081 -4.10671
H 0.15523 0.95819 -6.34971
H -1.60777 1.14719 -5.92571
H -1.84977 -0.93081 -6.86471
H -0.18277 0.92019 -2.87071
C -2.68877 -4.40281 1.51429
C -1.32277 -4.75081 0.71829
O -0.45577 -3.69081 1.14029
O -3.71677 -5.32081 1.16329
H -2.93677 -3.29981 1.41329
H -2.55477 -4.75281 2.36729
H -1.50677 -4.70281 -0.37771
H -0.98477 -5.77481 1.05829
H -0.43877 -2.98181 0.45929
H -3.55877 -6.10581 1.48429
C -4.27877 -1.23281 4.09429
C -3.58777 -0.37481 2.86029
O -2.28077 -1.06881 2.54629
O -5.40877 -0.60581 4.35529
H -3.55177 -1.31081 4.93729
H -4.63777 -2.16781 3.63929
H -3.25977 0.55219 3.03429
H -4.30777 -0.34981 2.15829
H -1.97877 -0.54881 1.77929
H -5.36077 -0.14081 5.06729
C 1.30123 -4.01581 -2.03671
C 0.83823 -2.82781 -2.85871
O -0.50777 -3.13481 -3.01771
O 2.78523 -3.86281 -1.83371
H 1.06823 -4.89581 -2.45971
H 0.77423 -3.97281 -0.93371
H 1.27123 -2.66781 -3.88271
H 1.05223 -1.83981 -2.45071
H -0.99577 -2.67181 -2.35671
H 2.94223 -3.15381 -1.30571
C 0.86323 5.32119 -1.00871
C 0.23823 3.93219 -1.17971
O 1.31623 3.00319 -1.34771
O -0.01477 6.25319 -0.54471
H 1.03023 5.47919 -2.01371
H 1.68823 5.24519 -0.38771
H -0.47677 3.99419 -2.04971
H -0.10977 3.49319 -0.34271
H 0.98223 2.12619 -1.23971
H 0.23923 6.99219 -0.24671
C 3.78323 -3.18881 1.48129
C 3.37423 -4.71081 1.46629
O 3.61323 -5.31081 2.60729
O 3.22123 -2.48881 0.29629
H 4.83623 -2.92781 1.77129
H 3.24823 -2.82881 2.45429
H 3.96923 -5.17181 0.71729
H 2.18323 -4.72081 1.41729
H 3.05623 -4.93281 3.38129
H 2.35923 -2.13581 0.31529
*
```

Löwdin atomic charge list, values in e, 2 entries: -0.027 -0.373